(1)
C39H33Cl2N3O2P2STc as an isolated structure in a non-equilibrium geometry. Source: the Open Molecules 2025 dataset; level of theory: ωB97M-V with the def2-TZVPD basis set.

Results
- Kohn-Sham gap (alpha / beta): 6.8 / 6.6 eV
- Expectation value of S²: 0.99
- HOMO (alpha / beta): -7.269 / -7.592 eV
- Relative energy (zero: lowest compared OMol25 entry of this formula, charge and spin): 0.0000 eV

```
! wB97M-V def2-TZVPD RIJCOSX def2/J DEFGRID3
* xyz 0 2
H -3.01 -1.44 4.94
C 1.13 4.21 -1.83
H 3.70 1.51 -0.45
P 1.96 -0.91 -0.02
H 3.86 3.64 0.77
C 0.26 -0.46 -4.34
C 3.21 2.86 1.13
C -1.10 0.37 -6.14
H 3.58 -1.33 -2.55
C 0.13 2.08 -1.30
H 2.54 4.00 2.83
H 5.93 -1.91 -2.88
H -3.95 -3.58 1.12
C -2.24 -4.25 -0.03
C -0.17 3.96 0.18
H -3.51 -5.83 0.64
C -1.06 -3.92 -0.72
C 0.59 4.75 -0.67
H 2.16 0.25 -2.05
Tc -1.50 -1.10 -0.08
C 5.54 -1.82 -1.88
H 1.04 2.22 3.66
H -1.35 0.39 -7.19
H -2.04 1.76 -3.20
H -0.58 4.38 1.09
H 0.86 0.08 2.42
C -1.49 1.14 -3.90
C -0.64 -6.28 -1.09
C 1.53 0.86 2.07
H -3.29 -0.16 7.05
C -3.00 0.35 6.14
H -0.97 2.00 0.54
H -2.62 1.79 -5.59
C 4.53 -1.60 0.69
C -2.43 2.38 4.98
C -1.81 -6.60 -0.41
C 3.11 1.66 0.45
C -1.81 1.16 -5.24
O -1.77 0.14 1.53
Cl -5.03 4.26 -0.20
H 1.73 4.82 -2.49
C -2.29 -0.46 2.54
S -3.58 -1.94 -0.78
H -2.92 2.28 7.07
C -2.59 -5.59 0.11
N -2.69 -1.73 2.45
C -2.85 -0.37 4.96
H -2.27 3.45 4.99
C -0.41 2.63 -0.14
H 1.30 2.47 -3.06
Cl -3.84 1.69 -0.99
C -3.91 2.97 0.24
H -2.11 -7.64 -0.29
H -1.97 2.16 2.89
C 3.69 -1.34 -0.40
H 4.13 -1.51 1.70
H 0.48 -1.06 -6.38
H 1.05 -1.11 -3.98
C -2.80 1.72 6.15
O -0.67 -2.67 -0.91
C 4.21 -1.47 -1.69
N -2.32 -2.21 1.28
H 6.49 -2.12 1.36
H -4.24 2.52 1.17
C -0.07 -0.44 -5.69
H 7.41 -2.31 -0.94
P -0.09 0.30 -1.66
C -0.45 0.34 -3.44
C 1.63 2.06 2.76
C 2.46 3.06 2.29
H 0.78 5.79 -0.42
C 5.86 -1.94 0.50
C -3.12 -3.18 0.55
C 6.37 -2.04 -0.79
C 2.26 0.65 0.90
C -0.27 -4.96 -1.24
H 0.64 -4.69 -1.77
H -0.02 -7.06 -1.50
N 1.47 -0.33 -1.58
C -2.48 0.29 3.79
C 0.90 2.88 -2.14
C -2.27 1.66 3.80
H -2.92 3.39 0.33
*
```


(2)
C39H33Cl3NO3P2Ru as an isolated structure in a non-equilibrium geometry. Source: the Open Molecules 2025 dataset; level of theory: ωB97M-V with the def2-TZVPD basis set.

Results
- Kohn-Sham gap (alpha / beta): 5.4 / 5.1 eV
- Expectation value of S²: 0.75
- HOMO (alpha / beta): -1.204 / -0.963 eV
- Relative energy (zero: lowest compared OMol25 entry of this formula, charge and spin): 0.4105 eV

```
! wB97M-V def2-TZVPD RIJCOSX def2/J DEFGRID3
* xyz -2 2
H 2.38 -2.27 1.41
C -4.42 -1.44 -0.33
Cl 0.39 1.96 -1.85
H -1.62 -0.54 -4.11
C 1.41 -2.46 1.89
H -0.20 -4.92 1.82
C -2.36 0.19 -3.84
C -1.02 -3.03 -0.74
C -1.72 -2.34 -1.86
H -4.19 2.70 -5.22
O 4.07 0.35 -2.24
H 3.51 2.36 1.57
H -2.67 -2.85 -2.10
C -3.16 -0.98 0.03
H -2.53 0.95 -5.83
C -3.75 -1.26 2.36
C 1.74 -0.91 4.29
H 1.16 -0.73 7.63
C 3.09 -1.03 6.74
C 1.79 0.31 1.73
C 1.30 3.05 -5.59
H -0.64 1.53 2.11
C -2.83 -0.89 1.38
H -1.83 -0.57 1.66
C 2.50 2.71 1.74
H 5.61 -0.83 -0.59
H -4.00 1.42 -1.14
H 4.87 -1.30 5.56
H -5.72 -2.01 2.74
H 3.61 -1.08 7.69
H -4.68 -1.51 -1.38
C -2.75 0.31 -2.50
C -4.21 2.14 -3.15
C 4.60 -0.73 -0.20
C 1.11 0.67 -5.54
C 1.72 -0.84 6.71
H 3.06 4.77 1.68
C 3.12 -1.09 4.34
C -5.34 -1.81 0.64
H 0.98 4.04 -3.71
H -6.32 -2.17 0.34
H 4.30 -1.64 0.31
H -2.02 -4.92 -0.23
C -2.88 1.04 -4.81
H 0.73 5.59 1.99
P 0.78 -0.89 2.68
H 2.85 0.13 1.91
H 4.60 0.09 0.53
C -0.32 -4.18 1.04
C -1.27 -4.18 -0.02
O 2.45 -0.83 -1.22
C 0.94 4.52 1.97
C -5.00 -1.71 1.99
C -3.68 1.30 -2.17
C -3.80 2.02 -4.46
H -1.11 3.94 2.21
H 1.56 -3.17 2.71
P -1.84 -0.60 -1.19
Cl 1.14 -0.86 -6.41
H 1.58 1.78 -7.30
H -0.02 -0.64 5.47
C 3.63 -0.36 -1.33
Cl 1.59 4.54 -6.48
H -4.93 2.90 -2.86
H -1.11 -2.25 -2.76
Ru 0.38 -0.48 -1.11
C 1.48 1.77 1.86
C 3.80 -1.15 5.55
H 3.68 -1.19 3.41
O 0.55 -0.45 -3.52
C 1.02 3.09 -4.23
C 1.35 1.83 -6.25
C 1.05 -0.79 5.49
C -0.09 3.60 2.09
N -0.02 -2.30 -0.16
C 0.18 2.24 2.04
H -3.47 -1.20 3.40
H 1.61 -0.05 0.70
C 0.81 0.61 -4.14
C 0.79 1.92 -3.56
C 0.41 -3.01 0.92
C 2.24 4.07 1.79
*
```